No. 1
ORCA calculation (ωB97M-V/def2-TZVPD) on a structure of composition C36H52Br4F12N2O30S4 in a non-equilibrium geometry.

LUMO = 0.0924 Ha
orbital gap = 0.26932 Ha
charge = -2

Last column: Mulliken charge in e.
Atoms and positions in Å:
C 6.86098 1.05927 3.41831  -0.022
Br 1.54566 5.78395 -3.97431  -0.202
C -1.92881 2.13256 -4.66426  -0.574
F 1.64571 2.08228 -0.58261  -0.074
S -2.46409 0.30072 0.88627  0.858
N -1.23694 1.51785 0.71007  -0.666
H 4.38435 -0.09961 4.47891  0.452
C 3.35623 4.82003 3.59865  -1.520
H 1.25539 -3.44731 2.90360  0.471
O 7.75161 -1.77088 1.74190  -0.531
H 3.63564 -3.28952 3.92124  0.257
S -6.99003 2.67871 2.63185  0.935
O 7.82262 0.13136 2.93344  -0.394
C -2.44484 -0.44408 -0.89470  -0.075
O -8.80358 -2.28903 -4.59907  -0.575
H -1.73984 1.33179 -5.37400  0.459
O -5.17673 0.46036 3.74256  -0.596
C 5.54462 0.61933 2.77856  0.922
H 5.02260 -2.97754 2.67381  0.086
H 1.79119 -2.71690 -4.21668  0.280
H 0.98806 -2.56528 1.46083  -0.054
H 4.90926 6.86787 2.81045  0.259
H -5.51617 -2.93919 1.96280  0.342
H -5.32785 -2.58532 -2.29743  -0.382
H 6.80767 1.06887 4.50810  0.221
O -2.34836 3.69750 1.82801  -0.661
C 3.96438 4.91735 2.20155  1.180
Br 0.52065 1.29627 -3.83926  -0.133
O 4.33857 -4.84104 2.73540  -0.412
C 2.62302 4.29997 -3.23074  -0.289
C 3.79402 -2.02548 -2.00194  0.237
H 0.82803 -4.11755 -4.79139  0.506
F -6.07418 3.50300 5.44108  -0.226
O -7.54217 3.92837 2.18312  -0.684
F -4.15665 2.90445 6.27659  -0.217
C 3.44295 4.81924 -2.07254  -0.672
H -5.95945 -0.93530 -2.16262  0.334
C -7.67992 -2.14012 -4.23795  0.453
H 4.55479 -0.05380 -2.87394  0.154
O -1.15809 -3.62207 -2.92623  -0.418
C 3.60025 -5.34565 1.70598  0.512
O 5.03111 3.95719 2.14028  0.030
O 6.08618 5.79415 1.65094  -0.422
F -5.84428 1.52472 6.25926  -0.236
H -3.58506 -5.29189 -0.08031  0.428
H 2.87956 5.16702 -1.21153  0.401
F -6.96472 2.15939 -0.03706  -0.233
O 2.94184 -4.33471 1.12067  -0.369
C 4.58904 -1.13923 -2.96563  -0.330
Br -3.21756 3.47791 -5.29462  -0.162
H 3.21953 3.90918 -4.04914  0.449
H 3.23649 -0.62929 -0.50237  0.158
O -7.61228 1.98045 3.72441  -0.578
H 3.99643 5.22337 4.38442  0.443
H -4.86122 -2.56078 -4.47804  0.143
C 2.69778 -1.21850 -1.24486  -0.446
H -5.52709 -4.52704 1.38198  0.271
F -6.47501 0.42415 1.19042  -0.152
H -0.10494 -1.94073 -2.77789  -0.540
H 5.31246 1.23026 1.90120  -0.049
C -7.23543 1.50796 1.09078  0.635
O 7.00716 -2.64927 -1.10964  -0.552
C 4.75631 6.21875 1.94623  -0.484
F 1.01836 3.29095 1.11810  -0.258
H -0.73889 3.52880 -3.43187  0.554
C -1.07596 -2.15702 -4.68083  0.103
C -5.42909 -1.67882 -4.18329  0.711
C -5.22759 2.49573 5.58041  0.535
C -3.65245 -5.01167 3.42510  0.604
C 6.23573 4.50558 1.90033  0.519
O -6.62358 -1.80115 -5.00450  -0.490
H 7.09911 2.05546 3.04518  0.088
H 2.19923 -0.50312 -1.90220  0.110
C -4.67068 -0.38186 -4.49516  -0.981
H 1.95282 3.50774 -2.90799  -0.178
H 4.05602 1.59949 4.02171  0.219
O -3.76915 0.87222 1.03360  -0.361
S 0.05757 0.78691 1.21220  1.384
H 3.46886 0.20127 3.13408  -0.045
C 1.02121 -3.44303 -3.95489  -1.767
C -2.38957 -3.54757 -3.42663  0.642
H 3.51187 -2.32791 1.25322  -0.858
C 5.99823 -2.26448 -1.61514  0.466
O 0.41356 -0.45196 0.53113  -0.101
O -4.83755 -4.44548 3.29038  -0.369
H 3.20026 4.71500 1.45406  -0.318
Br 4.67976 3.35224 -1.54260  -0.168
C 3.05728 -3.12723 1.84505  1.982
C 4.33926 0.61583 3.65141  -1.200
C 1.69578 -2.65960 2.28405  -1.362
C -3.49793 -3.80537 1.47551  1.561
S -4.68220 1.80920 3.83652  1.032
H 4.30588 6.83036 1.16552  0.345
H 2.41308 5.35995 3.69440  0.397
O 4.77892 -2.31198 -1.01493  -0.116
C 4.08278 -3.45275 2.94170  0.123
H 3.16496 3.76643 3.79973  0.147
F 2.53088 1.79178 1.37335  -0.067
H -0.66493 -2.47505 -5.64289  0.329
N -5.22125 2.90342 2.76436  -0.316
H -4.59660 -0.18416 -5.56408  0.440
H -2.99950 -2.85217 1.65843  -0.467
O -3.34859 -4.15073 -3.06972  -0.524
H -1.72873 3.87709 2.53950  0.255
H 4.02156 5.67169 -2.42465  0.541
C 7.19416 -0.86839 2.28239  0.348
C -0.23156 -2.72127 -3.53162  1.766
H 2.02040 -1.88071 -0.71209  -0.074
O -2.36349 -2.74243 -4.52652  -0.329
H -3.66018 -0.42672 -4.09075  -0.234
F -3.68557 -0.81373 -1.22370  0.038
H 1.68653 -1.67824 2.75714  0.271
F -1.72849 -1.57244 -0.91706  0.059
O 0.16665 0.64322 2.65148  -0.871
H 4.26646 -1.40755 -3.97426  0.309
H -1.19395 -1.07600 -4.73923  -0.357
C -4.92177 -3.85049 1.99943  -0.362
H -2.37634 1.66339 -3.79142  -0.075
O 5.86570 -0.70669 2.34932  -0.055
F -1.91465 0.40069 -1.76043  -0.077
H -0.18627 3.41233 -5.05361  0.531
H -5.21944 0.44737 -4.04655  0.444
O -3.23433 -5.59743 4.37815  -0.585
F -8.50358 1.11528 1.06780  -0.253
C 1.38416 2.06914 0.73006  0.042
O -7.30402 -2.26887 -2.94353  -0.428
C -5.96950 -1.84053 -2.77060  0.430
H -4.05746 -3.66564 -0.56520  -0.031
O -2.16953 -0.80114 1.77850  -0.758
C -0.62321 2.82240 -4.25091  -0.502
O 7.25564 3.89040 1.78194  -0.578
C -3.31660 -4.23868 -0.00636  -0.881
O 3.57585 -6.49822 1.41880  -0.596
H 3.36328 -2.85491 -2.55619  0.313
O -3.23372 1.84949 3.82787  -0.596
H -2.31249 -4.03608 -0.36318  0.077
O -2.84485 -4.74320 2.34536  -0.473
H 1.43465 -4.10052 -3.18958  0.366
H -2.00837 2.86996 1.40546  0.468
O 5.93040 -1.59639 -2.76148  -0.433

No. 2
ORCA calculation (ωB97M-V/def2-TZVPD) on a structure of composition C36H52BrN3OP2Re in a non-equilibrium geometry.

energy above the lowest of the compared OMol25 structures with the same formula, charge and spin = 0.0 kcal per mole
LUMO (spin up / spin down) = -0.4237 / -0.4915 Ha
orbital gap (spin up / spin down) = 0.22643 / 0.17755 Ha
charge = +4
spin multiplicity = 4

Last column: Löwdin spin population.
Atoms and positions in Å:
H -1.73856 -4.54613 -0.62226  0.000
N -0.76185 0.26975 3.84958  0.110
C 5.65540 1.81449 -0.94572  0.000
C 0.58871 -0.15525 4.00341  0.008
C -0.41566 -2.66353 -3.88128  0.000
C -1.46402 0.46689 2.66850  0.061
C -0.71382 2.28020 -2.65551  0.042
C 4.93372 -1.98647 -2.92256  0.000
C -0.52163 2.72713 -1.31712  0.017
H -0.69795 -0.54359 6.51941  0.011
H -5.02675 4.42301 -1.65829  0.001
H -3.67516 1.97712 6.07380  -0.003
H -1.46393 -2.94901 -4.03384  0.000
C -5.10904 4.02186 -2.67164  0.034
O -0.94470 0.25532 1.53842  0.316
H -4.16725 0.27478 6.03314  -0.003
P -1.16358 -1.72463 -1.31586  0.026
H -4.60054 -0.56834 -1.48839  0.000
C -5.41360 3.17529 -5.26463  -0.006
H -3.20407 -0.17926 -0.46175  0.017
C -3.18899 2.46636 -2.30619  0.074
H 5.21647 -0.40137 1.93050  0.000
H 1.34914 1.58527 3.00053  0.000
C 0.36271 2.01713 -0.48018  0.043
C -0.02758 -2.63560 -2.40917  -0.002
H -1.35847 -4.59158 1.10576  0.000
N -6.09635 4.24254 -4.84655  0.044
H 6.57102 1.37669 -0.53078  0.000
C -3.76711 -1.01756 -0.93428  0.040
H 0.00576 -2.77590 0.45839  0.001
Re -1.13813 0.66582 -1.51052  0.541
H -4.18843 -1.64079 -0.13171  0.003
H 4.67425 -2.25213 -3.95436  0.000
C -1.06798 -2.63892 0.26408  -0.001
H 3.86184 -0.10031 -3.02362  0.000
C -2.07989 1.87586 -2.95898  0.034
H 4.42136 -2.67688 0.11186  0.002
C -1.80415 -3.97629 0.31464  -0.001
H -0.28954 1.19181 6.40337  0.015
H -1.19770 3.48425 -0.92280  0.002
C 2.93522 0.34348 3.82604  0.000
H -6.54009 5.53263 -3.28280  -0.001
H -3.17166 -2.90598 -1.89603  0.006
C 3.86731 -1.01288 -2.40718  0.002
H 0.21530 -3.40272 -4.39170  0.000
C 0.87137 -1.33867 4.68984  0.006
H 3.52155 1.84185 -0.59405  0.003
C -4.30552 2.93264 -3.09942  0.015
P 3.94616 -0.49318 -0.68137  0.009
C -2.90081 -1.84104 -1.87608  0.044
H -5.54915 2.88707 -6.31117  -0.001
N -1.58612 0.46648 4.89719  0.271
H -0.24551 -1.68892 -4.35956  0.000
H 4.72122 -2.07343 2.28810  0.001
H 2.89570 -1.51776 -2.53010  0.001
H 4.93361 -2.91326 -2.33635  0.000
H -4.80194 1.41225 4.84386  0.000
H -1.42831 -1.95303 1.04338  0.001
C 4.95812 -1.71527 0.15469  0.006
H 3.73439 1.00947 3.49772  0.000
H 2.42484 -2.53743 5.57708  0.000
H 1.86318 0.09153 -2.85440  0.006
H -2.86343 -3.84219 0.56534  0.000
H 0.04257 -3.65051 -1.98842  0.000
H 6.37930 -1.73441 1.79305  0.000
C 4.39255 1.23619 -0.30183  0.005
H 5.66645 1.70380 -2.03656  0.000
H 4.26472 -1.02184 4.85092  0.000
Br 2.03072 -0.68673 0.39219  0.280
H 5.94991 -1.57094 -2.93337  0.000
H -2.93872 -1.45119 -2.90365  0.004
C -1.08818 0.44728 6.25683  0.031
H -3.55625 1.08346 2.39805  0.007
H 0.04930 -1.97816 5.01665  0.000
C 5.33051 -1.44908 1.61938  0.003
H -4.07395 1.55983 -4.82754  0.001
H 5.85934 -1.80952 -0.47368  0.000
C -3.90476 1.13732 5.40652  -0.011
C -2.76820 0.85528 3.09164  0.165
C -4.55646 2.45189 -4.42863  0.040
H 5.68479 2.88990 -0.72351  0.000
C -5.96127 4.65342 -3.58393  -0.009
C 1.19904 0.79733 -2.37945  0.066
C 2.19440 -1.64524 4.99451  0.001
C 1.17459 1.01912 -1.01909  0.554
H 0.97066 -2.18260 -2.29587  0.000
H 0.39531 2.29499 0.57170  0.007
C -2.80392 0.84385 4.45650  -0.017
H 0.07176 1.02178 -4.22098  0.003
H -3.16871 2.73155 -1.23911  0.006
H -2.25533 1.38688 -3.91809  0.009
C 1.61271 0.66829 3.53082  0.011
H -1.93230 0.68418 6.91430  0.000
C 3.22878 -0.80113 4.57462  0.010
C 0.19851 1.33699 -3.17987  0.034
H 4.46271 1.32836 0.79542  0.000

Q: Which of these has the lowest charge?
A: C36H52Br4F12N2O30S4